Record 1
# C17H20N2O5

One molecule with the formula C17H20N2O5 (the ωB97M-V functional and the def2-TZVPD basis, OMol25).

Output
Structure (SMILES)   CCOC(=O)C1=C(COC(=O)Cc2ccccc2)NC(=O)N[C@@H]1C
Max |F|   0.732 eV Å⁻¹
E_tot   -1145.5840 Ha

Last column: Löwdin charge in e.
Geometry (Å):
1 C -0.627 -3.844 -1.408  -0.058
2 C 0.763 -3.834 -0.787  -0.207
3 O 1.335 -2.526 -0.779  -0.020
4 C 0.945 -1.702 0.214  -0.432
5 O 0.139 -2.031 1.055  0.112
6 C 1.635 -0.413 0.143  -0.037
7 C 1.412 0.585 1.030  -0.122
8 C 0.355 0.539 2.097  -0.071
9 O -0.905 0.491 1.441  0.009
10 C -1.878 -0.209 2.036  -0.486
11 O -1.813 -0.636 3.154  0.126
12 C -3.075 -0.374 1.116  -0.025
13 C -2.977 0.470 -0.120  -0.230
14 C -2.165 0.076 -1.177  -0.035
15 C -2.043 0.866 -2.304  -0.081
16 C -2.736 2.063 -2.392  -0.092
17 C -3.548 2.463 -1.346  -0.083
18 C -3.665 1.671 -0.216  -0.037
19 N 2.139 1.742 0.956  0.178
20 C 3.311 1.875 0.211  -0.538
21 O 4.026 2.841 0.343  0.075
22 N 3.578 0.826 -0.594  0.132
23 C 2.610 -0.182 -0.988  -0.290
24 C 1.855 0.241 -2.255  -0.022
25 H -0.601 -3.404 -2.403  0.079
26 H -1.316 -3.280 -0.785  0.061
27 H -0.983 -4.868 -1.483  0.079
28 H 1.459 -4.439 -1.372  0.125
29 H 0.715 -4.207 0.241  0.125
30 H 0.454 -0.357 2.722  0.139
31 H 0.400 1.431 2.733  0.142
32 H -3.105 -1.437 0.860  0.136
33 H -3.974 -0.145 1.691  0.131
34 H -1.618 -0.853 -1.107  0.102
35 H -1.409 0.550 -3.120  0.099
36 H -2.642 2.680 -3.273  0.100
37 H -4.090 3.395 -1.408  0.102
38 H -4.299 1.991 0.599  0.113
39 H 1.957 2.491 1.608  0.159
40 H 4.394 0.931 -1.178  0.157
41 H 3.160 -1.107 -1.193  0.148
42 H 1.190 -0.560 -2.564  0.072
43 H 2.556 0.446 -3.062  0.079
44 H 1.267 1.134 -2.060  0.085

=====

Record 2
# C17H20N4O4S2

One molecule with the formula C17H20N4O4S2 at a distorted geometry (the ωB97M-V functional and the def2-TZVPD basis, OMol25).

Output
Structure (SMILES)   CN(C)CCN(Cc1ccco1)S(=O)(=O)c1ccc(-c2ccc(=O)[nH]n2)s1
Max |F|   1.102 eV Å⁻¹
E_tot   -1976.0959 Ha

Last column: Löwdin charge in e.
Geometry (Å):
1 C 3.118 0.920 -1.200  -0.089
2 N 1.740 0.551 -1.463  -0.284
3 C 0.992 1.671 -1.998  -0.102
4 C 1.641 -0.612 -2.327  -0.184
5 C 2.026 -1.913 -1.615  -0.163
6 N 1.208 -2.235 -0.474  -0.221
7 C -0.200 -2.521 -0.662  -0.141
8 C -0.397 -3.666 -1.597  -0.268
9 C -0.240 -5.011 -1.432  -0.008
10 C -0.529 -5.602 -2.686  -0.057
11 C -0.838 -4.573 -3.520  -0.119
12 O -0.757 -3.398 -2.873  0.039
13 S 1.665 -1.691 1.011  0.620
14 O 3.096 -1.632 1.046  -0.275
15 O 0.980 -2.489 1.983  -0.277
16 C 1.063 -0.026 1.220  -0.580
17 C 1.772 1.003 1.763  -0.150
18 C 1.010 2.178 1.879  -0.098
19 C -0.279 2.024 1.433  -0.450
20 C -1.347 2.991 1.367  -0.301
21 C -1.218 4.320 1.891  0.020
22 C -2.257 5.175 1.794  0.042
23 C -3.502 4.766 1.165  -0.469
24 O -4.501 5.438 1.014  0.054
25 N -3.463 3.453 0.716  0.081
26 N -2.458 2.604 0.801  0.093
27 S -0.558 0.401 0.875  1.112
28 H 3.130 1.827 -0.598  0.084
29 H 3.683 1.105 -2.126  0.093
30 H 3.607 0.131 -0.633  0.070
31 H -0.057 1.393 -2.096  0.079
32 H 1.061 2.508 -1.304  0.080
33 H 1.363 2.000 -2.981  0.090
34 H 2.281 -0.510 -3.222  0.129
35 H 0.606 -0.694 -2.669  0.114
36 H 1.961 -2.737 -2.332  0.132
37 H 3.046 -1.865 -1.237  0.109
38 H -0.579 -2.777 0.330  0.123
39 H -0.744 -1.649 -1.048  0.106
40 H 0.044 -5.509 -0.528  0.117
41 H -0.511 -6.645 -2.927  0.101
42 H -1.125 -4.546 -4.553  0.119
43 H 2.800 0.902 2.056  0.120
44 H 1.406 3.097 2.274  0.110
45 H -0.294 4.617 2.362  0.112
46 H -2.214 6.184 2.174  0.120
47 H -4.298 3.086 0.269  0.167

=====

Record 3
# C17H20N5O6W

C17H20N5O6W as an isolated structure (the ωB97M-V functional and the def2-TZVPD basis, OMol25).

Output
Max |F|   0.434 eV Å⁻¹
Charge   +3
E_tot   -1451.1167 Ha

Last column: Löwdin charge in e.
Geometry (Å):
1 W -0.539 -0.477 -0.779  2.022
2 O -0.294 1.048 -2.373  -0.142
3 C 1.081 1.011 -2.865  -0.108
4 C 1.374 -0.405 -3.295  -0.083
5 N 1.116 -1.350 -2.141  -0.223
6 C 0.546 -2.614 -2.680  -0.027
7 C -0.859 -2.277 -3.140  -0.464
8 O -1.487 -2.688 -4.035  0.274
9 O -1.383 -1.306 -2.253  -0.248
10 C 2.349 -1.593 -1.348  -0.020
11 C 2.071 -1.477 0.133  -0.427
12 O 2.808 -1.480 1.035  0.256
13 O 0.657 -1.291 0.353  -0.181
14 H -0.941 1.105 -3.099  0.166
15 H 1.697 1.335 -2.023  0.123
16 H 1.204 1.730 -3.674  0.164
17 H 2.400 -0.522 -3.648  0.162
18 H 0.716 -0.683 -4.120  0.150
19 H 0.486 -3.361 -1.882  0.165
20 H 1.154 -3.019 -3.489  0.173
21 H 3.114 -0.854 -1.585  0.159
22 H 2.776 -2.577 -1.553  0.172
23 N -6.112 -3.066 3.273  0.268
24 C -5.259 -2.660 2.619  -0.115
25 C -4.198 -2.156 1.807  -0.136
26 C -3.578 -0.947 2.148  0.030
27 C -2.557 -0.459 1.373  -0.039
28 C -2.126 -1.162 0.205  -0.268
29 C -2.802 -2.368 -0.131  -0.022
30 C -3.802 -2.867 0.663  0.043
31 H -3.915 -0.401 3.019  0.148
32 H -2.101 0.477 1.658  0.095
33 H -2.552 -2.909 -1.032  0.118
34 H -4.308 -3.787 0.405  0.152
35 C 1.686 4.078 3.517  0.044
36 N 1.401 3.138 2.427  -0.049
37 C 0.073 2.772 1.969  0.016
38 C 0.455 1.834 0.865  -0.356
39 O -0.446 1.208 0.129  -0.171
40 N 1.720 1.703 0.696  0.240
41 C 2.299 2.524 1.679  -0.322
42 N 3.600 2.628 1.790  0.283
43 H 0.764 4.275 4.056  0.113
44 H 2.072 5.016 3.119  0.118
45 H 2.397 3.632 4.211  0.113
46 H -0.487 3.633 1.593  0.175
47 H -0.509 2.279 2.752  0.164
48 H 4.201 2.102 1.175  0.148
49 H 4.036 3.225 2.479  0.148